1.
Formula: C18H21CdClN2O3
Source: OMol25
Level of theory: ωB97M-V/def2-TZVPD

Geometry as ORCA input:
```
! wB97M-V def2-TZVPD RIJCOSX def2/J DEFGRID3
* xyz -2 1
C -2.9889 -1.4848 -2.2924
C -2.3854 -1.6794 -3.5868
C -2.1493 -0.4068 -4.1559
H -2.1436 -2.6458 -4.0250
C -2.6352 0.5919 -3.2461
C -3.1959 -0.0671 -2.1318
H -3.6991 0.3944 -1.2878
H -3.3968 -2.2721 -1.6515
H -1.6644 -0.2079 -5.1109
H -2.5595 1.6679 -3.3855
Cd -1.3320 -1.8736 -0.4935
Cl 0.3665 -3.5412 -0.5723
C 2.1657 -0.4121 -1.9648
C 1.7800 0.8231 -2.5564
C 1.3316 0.5453 -3.8872
H 1.7248 1.7777 -2.0316
C 1.4450 -0.8591 -4.1104
C 1.9626 -1.4517 -2.9178
H 2.0653 -2.5177 -2.7132
H 2.5414 -0.5412 -0.9556
H 0.9072 1.2759 -4.5743
H 1.1105 -1.4063 -4.9921
C 2.5147 2.0372 2.9608
C 1.0342 2.1335 3.2587
C 0.1788 0.9257 2.7379
C 0.6928 -0.4911 3.2136
C 1.9074 -1.0722 2.4645
C -1.2413 1.1311 3.2743
O -1.5443 1.8453 4.2141
N -2.1953 0.3349 2.6391
C -2.0598 -0.2307 1.4001
O -2.8926 -1.0844 0.9877
N -0.9683 0.1351 0.6941
C 0.0481 0.9141 1.2134
O 0.8145 1.5522 0.4866
H 2.9953 1.2598 3.5653
H 2.9634 3.0002 3.2166
H 2.6608 1.8528 1.8891
H 0.8573 2.2613 4.3473
H 0.6082 3.0173 2.7473
H 0.9119 -0.4474 4.2984
H -0.1161 -1.2341 3.0783
H 2.7680 -0.3885 2.4729
H 2.2113 -2.0091 2.9634
H 1.6736 -1.3419 1.4155
H -3.0732 0.1894 3.1039
*
```

Properties
**Maximum force**: 2.23 eV Å⁻¹
**Gap between HOMO and LUMO**: 4.163 eV
**Highest occupied orbital energy**: 0.014 hartree

Mulliken population analysis, charges in e, atoms 1 to 6:
1 C -0.827
2 C -0.710
3 C -0.221
4 H 0.325
5 C -0.564
6 C -0.542

=====

2.
Formula: C3H6O
Source: OMol25
Level of theory: ωB97M-V/def2-TZVPD

Geometry as ORCA input:
```
! wB97M-V def2-TZVPD RIJCOSX def2/J DEFGRID3
* xyz 0 1
C -1.2184 0.2641 0.0570
C 0.1191 -0.3619 -0.2409
C 1.3371 0.4705 -0.3817
O 0.9402 -0.6495 0.9177
H -1.8656 -0.4313 0.6029
H -1.7153 0.5368 -0.8816
H -1.0827 1.1742 0.6500
H 0.0632 -1.2832 -0.8252
H 2.1014 -0.0758 -0.9537
H 1.3209 0.3561 1.0555
*
```

Properties
**Maximum force**: 0.41 eV Å⁻¹
**Gap between HOMO and LUMO**: 10.168 eV
**Highest occupied orbital energy**: -0.338 hartree

Mulliken population analysis, charges in e, atoms 1 to 6:
1 C -1.166
2 C 0.346
3 C -0.590
4 O -0.357
5 H 0.300
6 H 0.302

=====

3.
Formula: C47H64ClIrNO2P2Si
Source: OMol25
Level of theory: ωB97M-V/def2-TZVPD

Geometry as ORCA input:
```
! wB97M-V def2-TZVPD RIJCOSX def2/J DEFGRID3
* xyz 1 1
Ir 1.0725 0.1506 0.1179
C 1.9078 -3.1870 -1.2817
Si 0.6947 -2.1502 -0.3273
C 0.5009 -2.9791 1.3315
C 0.8753 -4.3127 1.5375
C 0.9243 -4.8520 2.8189
C 0.6350 -4.0465 3.9116
C 0.2425 -2.7257 3.7160
C 0.1559 -2.2001 2.4289
P -0.5856 -0.5618 2.0918
C -2.3485 -1.2124 1.9662
C -3.3850 -0.2183 1.4372
C -4.7457 -0.8799 1.2075
C -5.2482 -1.5288 2.4911
C -4.2383 -2.5705 2.9568
C -2.8704 -1.9301 3.2226
C -0.2141 0.4508 3.6218
C -1.1773 0.4683 4.8230
C -2.4305 1.3254 4.6445
C -2.0968 2.7287 4.1292
C -1.1957 2.6620 2.8951
C 0.0947 1.9077 3.2193
C -0.7681 -2.0809 -1.5240
C -1.5693 -3.2130 -1.7344
C -2.5052 -3.2520 -2.7584
C -2.6207 -2.1683 -3.6215
C -1.8339 -1.0428 -3.4336
C -0.9228 -0.9729 -2.3731
P 0.0574 0.5261 -1.9725
C -1.0547 2.0228 -2.0087
C -1.7806 2.1793 -0.6852
C -2.6020 3.4659 -0.5970
C -3.5879 3.5690 -1.7572
C -2.8466 3.4362 -3.0804
C -2.0959 2.0996 -3.1394
C 1.3295 1.0268 -3.2188
C 0.8979 1.5964 -4.5806
C 0.5229 0.5383 -5.6229
C 1.6298 -0.5099 -5.7687
C 1.9636 -1.1284 -4.4108
C 2.4244 -0.0398 -3.4318
H 1.4018 -4.0929 -1.6398
H 2.7667 -3.4797 -0.6672
H 2.2834 -2.6403 -2.1525
H 1.1532 -4.9353 0.6888
H 1.2093 -5.8886 2.9655
H 0.7056 -4.4443 4.9182
H 0.0068 -2.1078 4.5771
H -2.2055 -1.9699 1.1839
H -3.0294 0.1840 0.5181
H -3.5159 0.6162 2.1315
H -4.6463 -1.6476 0.4296
H -5.4601 -0.1363 0.8453
H -6.2303 -1.9809 2.3379
H -5.3596 -0.7611 3.2675
H -4.1347 -3.3438 2.1859
H -4.5858 -3.0617 3.8677
H -2.1747 -2.7041 3.5349
H -2.9779 -1.2214 4.0471
H 0.7087 -0.0250 3.9431
H -0.5968 0.8899 5.6502
H -1.4523 -0.5427 5.1265
H -2.9478 1.3983 5.6032
H -3.1196 0.8387 3.9540
H -1.5774 3.2897 4.9149
H -3.0188 3.2681 3.9027
H -0.9688 3.6679 2.5331
H -1.7201 2.1367 2.0872
H 0.5976 2.4024 4.0595
H 0.7753 1.9301 2.3730
H -1.4512 -4.0815 -1.0851
H -3.1263 -4.1296 -2.8990
H -3.3219 -2.2010 -4.4463
H -1.9374 -0.2187 -4.1239
H -0.3471 2.8551 -2.1161
H -1.0736 2.1344 0.1323
H -2.4375 1.3308 -0.6042
H -1.9215 4.3281 -0.6114
H -3.1413 3.4932 0.3554
H -4.1365 4.5134 -1.7129
H -4.3231 2.7580 -1.6799
H -2.1346 4.2633 -3.1896
H -3.5461 3.4952 -3.9163
H -1.6383 1.9836 -4.1223
H -2.8205 1.2942 -3.0077
H 1.7659 1.8567 -2.6532
H 1.7679 2.1417 -4.9620
H 0.1038 2.3335 -4.4659
H 0.3482 1.0337 -6.5806
H -0.4067 0.0382 -5.3449
H 2.5302 -0.0276 -6.1696
H 1.3267 -1.2811 -6.4793
H 2.7426 -1.8870 -4.5211
H 1.0744 -1.6296 -4.0140
H 3.2968 0.4656 -3.8662
H 2.7351 -0.4687 -2.4828
Cl 8.2178 -1.3276 1.9141
C 6.6335 -1.1340 1.2182
C 6.4079 -1.4988 -0.1276
C 5.1819 -1.3447 -0.7026
C 4.0919 -0.7910 0.0234
O 2.9994 -0.5449 -0.5980
C 4.3170 -0.5227 1.3970
C 3.2590 -0.1771 2.2475
O 2.0735 -0.1774 1.9805
C 5.6141 -0.6612 1.9594
H 7.2311 -1.9013 -0.7115
H 5.0187 -1.6036 -1.7427
H 3.5115 0.0559 3.2915
H 5.7770 -0.4077 3.0046
C 5.0610 3.5546 -0.0665
C 3.7004 3.8681 -0.7099
C 2.6676 2.9062 -0.3019
N 1.8892 2.1335 0.0234
H 5.7995 4.2712 -0.4198
H 5.3937 2.5506 -0.3318
H 5.0006 3.6240 1.0192
H 3.7738 3.8415 -1.7955
H 3.3597 4.8632 -0.4318
*
```

Properties
**Maximum force**: 3.09 eV Å⁻¹
**Gap between HOMO and LUMO (spin up / spin down)**: 7.681 / 7.681 eV
**Highest occupied orbital energy (spin up / spin down)**: -0.379 / -0.379 hartree

Mulliken population analysis, charges in e, atoms 1 to 6:
1 Ir 3.257
2 C -1.470
3 Si 1.362
4 C 0.449
5 C -0.462
6 C -1.004

=====

4.
Formula: HN2O5
Source: OMol25
Level of theory: ωB97M-V/def2-TZVPD

Geometry as ORCA input:
```
! wB97M-V def2-TZVPD RIJCOSX def2/J DEFGRID3
* xyz -1 1
N -1.4325 -0.1709 -0.0023
N 1.4065 0.1586 -0.0244
O -2.0104 -0.6159 1.0315
O 0.9458 1.2549 -0.4293
O 2.1523 0.0946 0.9376
O -0.7826 -0.8011 -0.7451
O 1.1103 -0.8765 -0.6560
H -1.3894 0.9562 -0.1121
*
```

Properties
**Maximum force**: 3.80 eV Å⁻¹
**Gap between HOMO and LUMO**: 8.969 eV
**Highest occupied orbital energy**: -0.162 hartree

Mulliken population analysis, charges in e, atoms 1 to 6:
1 N 0.533
2 N 1.008
3 O -0.584
4 O -0.688
5 O -0.668
6 O -0.349

=====

5.
Formula: C3H7NO2
Source: OMol25
Level of theory: ωB97M-V/def2-TZVPD

Geometry as ORCA input:
```
! wB97M-V def2-TZVPD RIJCOSX def2/J DEFGRID3
* xyz 0 1
O 0.3239 -0.3069 -2.0253
C 0.9395 -0.2058 -0.9362
C 0.5121 1.0722 -0.1273
O -0.1180 0.8805 1.1828
C -1.0191 -0.0436 1.2828
N -1.4574 -0.8065 0.3106
H -1.2646 -0.4093 -0.6269
H 0.6425 -1.3415 -0.0751
H 2.0320 -0.3815 -0.8647
H 1.3570 1.7265 0.0969
H -0.2012 1.6089 -0.7622
H -1.2690 -0.2662 2.3194
H -0.4777 -1.5267 0.2251
*
```

Properties
**Maximum force**: 0.47 eV Å⁻¹
**Gap between HOMO and LUMO**: 8.252 eV
**Highest occupied orbital energy**: -0.314 hartree

Mulliken population analysis, charges in e, atoms 1 to 6:
1 O -0.635
2 C -0.258
3 C -0.396
4 O -0.293
5 C 0.185
6 N -0.666

=====

6.
Formula: C16H24KN8O
Source: OMol25
Level of theory: ωB97M-V/def2-TZVPD

Geometry as ORCA input:
```
! wB97M-V def2-TZVPD RIJCOSX def2/J DEFGRID3
* xyz 1 1
K 0.4448 -0.2280 -0.1810
N 1.0052 -3.9236 -2.6177
C -0.2908 -4.2697 -2.3728
C -0.8038 -3.2651 -1.6026
N 0.1413 -2.3240 -1.3770
C 1.2328 -2.7346 -1.9947
C 2.4719 -2.0093 -1.9867
N 2.6470 -0.8628 -1.3564
C 3.9328 -0.5028 -1.5756
C 4.5596 -1.4364 -2.3520
N 3.6217 -2.3914 -2.6083
H 1.6557 -4.4628 -3.1632
H -0.7334 -5.1680 -2.7509
H -1.7915 -3.1656 -1.1985
H 4.3364 0.4012 -1.1661
H 5.5607 -1.4912 -2.7280
H 3.7732 -3.2178 -3.1613
C -3.9323 1.6368 -2.6010
C -2.6557 2.3818 -2.2151
C -1.9903 2.9405 -3.4785
C -2.9886 3.5074 -1.2351
N -1.7842 1.4141 -1.5242
N -0.5299 1.9328 -1.0905
H -4.6377 2.3204 -3.0657
H -4.3979 1.2071 -1.7184
H -3.7165 0.8350 -3.3050
H -2.6761 3.5894 -4.0117
H -1.6954 2.1306 -4.1447
H -1.1091 3.5330 -3.2411
H -3.7330 4.1705 -1.6645
H -2.1084 4.1050 -1.0044
H -3.3855 3.0832 -0.3151
H -1.5937 0.6496 -2.1712
H -0.7340 2.6068 -0.3549
H -0.0768 2.4608 -1.8458
N 1.6830 -0.3118 7.3050
C 0.5250 -0.2148 6.6190
O -0.5520 -0.1238 7.1644
C 0.6238 -0.2222 5.1179
C -0.5708 -0.1180 4.4053
C -0.5319 -0.1090 3.0234
N 0.5947 -0.1952 2.3259
C 1.7285 -0.3012 3.0049
C 1.8018 -0.3196 4.3879
H 1.6295 -0.3028 8.3112
H 2.5806 -0.3802 6.8625
H -1.4958 -0.0448 4.9550
H -1.4380 -0.0272 2.4364
H 2.6292 -0.3744 2.4104
H 2.7719 -0.4082 4.8514
*
```

Properties
**Maximum force**: 1.07 eV Å⁻¹
**Gap between HOMO and LUMO**: 8.890 eV
**Highest occupied orbital energy**: -0.409 hartree

Mulliken population analysis, charges in e, atoms 1 to 6:
1 K 1.044
2 N -0.069
3 C -0.476
4 C -0.450
5 N -0.135
6 C 0.025